46
Properties=species:S:1:pos:R:3 method="wB97M-V/def2-TZVPD" energy_ev=-20387.4124 charge=+2 homo_lumo_gap_ev="6.7 / 5.5" relative_energy_kj_mol=185.7
C 1.47 2.24 -1.38
H 2.18 2.41 -0.55
H 1.70 1.48 -2.05
H 1.69 0.13 1.23
C 0.20 2.93 -1.32
H -0.61 2.34 -1.83
H -0.18 3.17 -0.25
C 0.43 4.32 -2.00
H -0.49 4.93 -1.93
H 1.28 4.80 -1.49
H 0.70 4.08 -3.05
C -0.97 -1.78 -0.26
C -1.61 -0.98 -1.24
C -0.64 -0.57 -2.20
C 0.62 -1.15 -1.82
C 0.41 -1.89 -0.61
C 1.44 -2.68 0.12
C 1.86 -1.15 -2.64
C -0.88 0.15 -3.47
C -3.08 -0.72 -1.31
C -1.62 -2.45 0.90
La 0.44 0.75 0.15
H 2.70 -1.58 -2.09
H 1.73 -1.76 -3.55
H 2.13 -0.15 -2.96
H 2.41 -2.60 -0.36
H 1.55 -2.36 1.17
H 1.16 -3.74 0.12
H -2.46 -1.86 1.29
H -2.03 -3.43 0.61
H -0.92 -2.63 1.72
H -3.31 0.06 -2.03
H -3.64 -1.62 -1.60
H -3.47 -0.40 -0.34
H -0.24 1.03 -3.56
H -0.66 -0.49 -4.34
H -1.92 0.47 -3.56
C -0.65 -0.25 4.48
C 0.51 -0.27 3.57
N 1.65 -0.94 3.71
O 0.15 0.42 2.51
H -0.28 -0.48 5.46
H -1.35 -0.96 4.01
H -1.08 0.76 4.34
H 2.39 -0.94 2.97
H 1.77 -1.48 4.59